Entry 1:
{
  "formula": "C10H15NO2",
  "method": "ωB97M-V with the def2-TZVPD basis set",
  "elements": ["C", "C", "C", "C", "C", "O", "C", "C", "H", "H", "H", "H", "H", "H", "H", "H", "C", "C", "C", "N", "O", "H", "H", "H", "H", "H", "H", "H"],
  "positions_angstrom": [[1.17, 2.58, -2.86], [0.47, 1.52, -2.09], [-0.35, 1.84, -0.95], [-1.28, 0.93, -0.48], [-1.40, -0.35, -1.06], [-2.37, -1.09, -0.46], [-0.64, -0.65, -2.15], [0.34, 0.26, -2.55], [1.48, 2.31, -3.86], [2.22, 2.83, -2.31], [0.71, 3.66, -2.83], [-0.06, 2.70, -0.37], [-2.04, 1.26, 0.26], [-2.20, -2.03, -0.37], [-0.89, -1.61, -2.72], [1.00, -0.21, -3.31], [0.61, 0.25, 3.34], [0.51, -0.58, 2.07], [0.15, -2.11, 2.33], [0.19, -3.02, 1.23], [-0.03, -2.59, 3.44], [-0.10, 1.05, 3.25], [1.53, 0.71, 3.37], [0.25, -0.36, 4.22], [-0.52, -0.28, 1.70], [1.46, -0.45, 1.36], [-0.16, -3.92, 1.40], [-0.04, -2.65, 0.40]],
  "mulliken_charge": [-1.32, 0.48, -0.40, -0.48, 0.41, -0.55, -0.56, -0.17, 0.37, 0.25, 0.28, 0.34, 0.35, 0.37, 0.30, 0.29, -1.29, 0.35, 0.37, -0.44, -0.62, 0.31, 0.34, 0.33, -0.13, 0.35, 0.26, 0.21],
  "e_above_lowest_ev": 2.365,
  "smiles": "Cc1ccc(O)cc1.CCC(N)=O",
  "orbital_gap_ev": 9.237,
  "spin_multiplicity": 1,
  "homo_energy_ev": -8.642,
  "charge": 0
}



Entry 2:
{
  "formula": "C10H15O2",
  "method": "ωB97M-V with the def2-TZVPD basis set",
  "elements": ["C", "C", "C", "C", "C", "C", "C", "C", "C", "C", "O", "O", "H", "H", "H", "H", "H", "H", "H", "H", "H", "H", "H", "H", "H", "H", "H"],
  "positions_angstrom": [[1.24, 0.68, 0.79], [0.25, 0.93, -1.50], [-1.18, 1.38, 0.55], [0.84, -1.37, -0.72], [-0.45, -0.85, 1.39], [0.28, 1.56, -0.03], [0.87, -0.78, 0.67], [-0.15, -0.58, -1.56], [-1.50, -0.11, 0.61], [-1.57, -0.68, -0.79], [-2.57, -0.34, -2.87], [-2.55, -0.13, -1.63], [2.22, 0.88, 0.42], [1.03, 0.96, 1.89], [-0.45, 1.44, -2.10], [1.25, 0.94, -1.83], [-1.28, 1.72, 1.68], [-1.85, 1.98, -0.16], [1.79, -1.33, -1.18], [0.55, -2.39, -0.66], [-0.75, -1.95, 1.51], [-0.50, -0.46, 2.37], [0.48, 2.67, -0.18], [1.62, -1.38, 1.28], [-0.24, -0.78, -2.61], [-2.31, -0.42, 1.25], [-1.73, -1.91, -0.95]],
  "mulliken_charge": [-1.31, -1.31, -1.09, -1.51, -1.44, 0.33, 0.61, 0.11, 0.49, -0.25, -0.12, 0.29, 0.46, 0.45, 0.53, 0.53, 0.36, 0.41, 0.49, 0.48, 0.36, 0.49, 0.29, 0.24, 0.46, 0.24, 0.41],
  "e_above_lowest_ev": 6.377,
  "orbital_gap_ev": [5.172, 5.609],
  "spin_multiplicity": 1,
  "homo_energy_ev": [-14.131, -14.154],
  "charge": 1
}



Entry 3:
{
  "formula": "C10H16",
  "method": "ωB97M-V with the def2-TZVPD basis set",
  "elements": ["C", "C", "C", "H", "H", "H", "H", "H", "H", "H", "H", "C", "C", "C", "C", "C", "C", "C", "H", "H", "H", "H", "H", "H", "H", "H"],
  "positions_angstrom": [[1.46, -0.73, -0.17], [2.82, -1.03, 0.56], [0.81, -2.09, -0.52], [0.75, -0.18, 0.46], [1.70, -0.15, -1.06], [3.46, -1.62, -0.06], [1.32, -2.95, 0.06], [2.52, -1.56, 1.48], [3.27, -0.14, 1.01], [-0.27, -2.09, -0.38], [1.04, -2.41, -1.55], [-1.75, 0.54, 2.13], [-1.46, 1.02, 0.73], [-2.12, 0.27, -0.27], [-0.54, 1.95, 0.33], [-1.82, 0.43, -1.63], [-0.14, 2.13, -1.05], [-0.81, 1.31, -1.99], [-1.21, -0.35, 2.44], [-2.82, 0.33, 2.29], [-2.85, -0.53, -0.03], [-0.07, 2.57, 1.08], [-2.25, -0.15, -2.45], [0.78, 2.72, -1.24], [-0.50, 1.49, -3.02], [-1.33, 1.25, 2.86]],
  "mulliken_spin": [-0.02, -0.01, 0.03, 0.02, -0.01, 0.00, 0.00, 0.00, 0.00, -0.01, 0.00, -0.01, -0.17, 0.48, 0.08, 0.04, 0.42, -0.07, 0.01, -0.01, 0.10, 0.01, 0.05, 0.05, -0.01, 0.01],
  "e_above_lowest_ev": 0.662,
  "s_squared": 0.760,
  "orbital_gap_ev": [2.926, 7.146],
  "spin_multiplicity": 2,
  "homo_energy_ev": [0.822, -3.419],
  "charge": -1
}